# 1
Here is the ion C3H3N2OS with charge +1 at a distorted geometry from the Open Molecules 2025 dataset. Energies are from wB97M-V/def2-TZVPD.

Geometry (Å):
O1 1.891 2.938 -0.315
N1 1.555 1.852 -0.229
N2 1.088 0.825 -0.049
C1 0.769 -0.427 -0.198
C2 -0.347 -1.095 0.189
C3 -1.611 -0.499 0.605
S1 -2.762 -0.705 -0.639
H1 1.695 -0.985 -0.653
H2 -0.551 -2.116 -0.197
H3 -1.726 0.212 1.485

Forces on atoms 1 to 6 (eV/Å):
O 0.7 1.1 -0.1
N -2.0 -3.2 0.5
N 1.0 6.1 0.5
C 2.1 -5.9 -1.1
C -0.5 0.2 -1.2
C -2.3 1.1 -1.6

Summary:
Energy relative to the best compared isomer or geometry (same formula, charge and spin) = 613.3 kJ/mol
Total charge = +1
Maximum force = 0.1234 hartree/bohr
Highest occupied orbital energy = -13.41 eV
DFT total energy = -19008.598 eV
Orbital gap = 0.2575 Eh

Atomic partial charges in e from the Löwdin method, atoms 1 to 8:
1. O 0.31
2. N 0.02
3. N 0.23
4. C -0.10
5. C -0.15
6. C -0.53
7. S 0.80
8. H 0.19

---

# 2
Here is the molecule C5H10Cl2Si at a distorted geometry from the Open Molecules 2025 dataset. Energies are from wB97M-V/def2-TZVPD.

Geometry (Å):
C1 -0.351 1.999 -0.345
C2 0.161 1.051 0.474
C3 0.865 1.532 1.629
Cl1 2.606 1.085 1.427
Si1 -0.071 -0.759 0.014
C4 0.780 -1.055 -1.665
C5 -1.953 -1.194 -0.091
Cl2 0.708 -1.847 1.538
H1 -0.881 1.762 -1.270
H2 -0.317 3.049 -0.066
H3 0.737 2.595 1.913
H4 0.677 0.809 2.423
H5 0.498 -2.036 -1.966
H6 0.454 -0.322 -2.425
H7 1.813 -1.205 -1.507
H8 -2.201 -1.256 0.977
H9 -2.446 -0.352 -0.461
H10 -2.199 -2.150 -0.625

Forces on atoms 1 to 6 (eV/Å):
C -0.2 -1.0 0.3
C -1.6 1.3 -2.5
C 1.0 -1.0 2.0
Cl 0.7 0.6 -0.2
Si -0.9 0.3 -1.7
C -1.4 0.1 1.1

Summary:
Energy relative to the best compared isomer or geometry (same formula, charge and spin) = 240.3 kJ/mol
Maximum force = 0.0627 hartree/bohr
Highest occupied orbital energy = -9.81 eV
DFT total energy = -38270.913 eV
Orbital gap = 0.3884 Eh

Atomic partial charges in e from the Löwdin method, atoms 1 to 8:
1. C 0.02
2. C -0.50
3. C -0.60
4. Cl 0.53
5. Si 0.17
6. C -0.18
7. C -0.19
8. Cl 0.38

---

# 3
Here is a cluster of 9 separate species, C71H47F5O23 in total at a distorted geometry from the Open Molecules 2025 dataset. Energies are from wB97M-V/def2-TZVPD.

Geometry (Å):
O1 2.442 -3.013 1.726
C1 2.868 -3.949 1.077
C2 3.634 -5.034 1.781
C3 3.823 -4.961 3.164
C4 4.232 -6.038 3.926
C5 4.632 -7.199 3.250
C6 4.460 -7.321 1.885
C7 3.956 -6.239 1.142
C8 3.764 -6.425 -0.320
O2 4.107 -7.422 -0.912
C9 2.994 -5.335 -0.998
C10 2.684 -5.499 -2.356
C11 2.000 -4.497 -3.068
C12 1.621 -3.349 -2.377
C13 1.926 -3.173 -1.033
C14 2.599 -4.163 -0.344
H1 3.446 -4.085 3.679
H2 4.323 -5.905 4.994
H3 5.382 -7.821 3.728
H4 4.755 -8.231 1.382
H5 2.831 -6.447 -2.852
H6 1.786 -4.750 -4.096
H7 1.024 -2.561 -2.819
H8 1.687 -2.208 -0.607
O3 2.873 3.189 -2.325
C15 3.540 3.622 -1.411
C16 2.969 4.481 -0.324
C17 1.604 4.801 -0.414
C18 0.976 5.584 0.549
C19 1.761 6.092 1.596
C20 3.070 5.671 1.745
C21 3.712 4.947 0.744
C22 5.217 4.778 0.710
O4 5.910 5.274 1.565
C23 5.840 4.062 -0.458
C24 7.201 3.877 -0.517
C25 7.804 3.383 -1.672
C26 7.013 2.949 -2.715
C27 5.635 2.980 -2.596
C28 5.017 3.572 -1.500
H9 1.069 4.509 -1.309
H10 -0.044 5.929 0.464
H11 1.361 6.708 2.390
H12 3.660 6.145 2.520
H13 7.870 4.234 0.254
H14 8.885 3.408 -1.688
H15 7.396 2.539 -3.641
H16 4.922 2.729 -3.371
O5 -3.724 1.328 0.263
C29 -2.568 1.006 0.075
C30 -1.917 -0.161 0.770
C31 -2.753 -0.872 1.623
C32 -2.280 -2.016 2.269
C33 -0.982 -2.481 1.967
C34 -0.185 -1.772 1.095
C35 -0.686 -0.665 0.408
C36 0.088 0.003 -0.690
O6 1.199 -0.363 -1.000
C37 -0.544 1.192 -1.352
C38 0.100 1.783 -2.422
C39 -0.490 2.725 -3.254
C40 -1.796 3.125 -2.971
C41 -2.468 2.562 -1.889
C42 -1.839 1.646 -1.040
H17 -3.723 -0.601 2.014
H18 -2.898 -2.586 2.943
H19 -0.624 -3.371 2.460
H20 0.781 -2.166 0.797
H21 1.112 1.502 -2.685
H22 0.067 3.217 -4.040
H23 -2.279 3.769 -3.696
H24 -3.488 2.849 -1.676
O7 -6.318 -4.989 4.408
C43 -5.814 -4.952 5.507
C44 -4.307 -5.016 5.602
C45 -3.577 -4.929 4.441
C46 -2.184 -5.012 4.530
C47 -1.521 -5.089 5.749
C48 -2.321 -5.233 6.875
C49 -3.712 -5.133 6.868
C50 -4.484 -5.156 8.139
O8 -3.937 -5.387 9.191
C51 -5.960 -5.005 7.997
C52 -6.723 -4.969 9.180
C53 -8.112 -4.947 9.060
C54 -8.779 -4.989 7.847
C55 -8.006 -5.079 6.693
C56 -6.639 -4.969 6.769
H25 -4.075 -4.788 3.495
H26 -1.651 -5.046 3.589
H27 -0.444 -5.081 5.819
H28 -1.794 -5.265 7.823
H29 -6.134 -5.078 10.080
H30 -8.724 -4.945 9.955
H31 -9.857 -5.007 7.912
H32 -8.509 -4.899 5.749
O9 6.598 0.884 1.476
C57 5.460 0.688 1.230
O10 4.811 -0.466 1.503
C58 3.482 -0.399 1.052
C59 3.281 1.114 0.811
F1 2.800 1.631 2.022
O11 4.595 1.589 0.727
H33 3.318 -0.929 0.109
H34 2.824 -0.792 1.823
H35 2.551 1.441 0.073
O12 0.364 4.530 -6.665
C60 0.543 5.703 -6.683
O13 0.028 6.562 -5.813
C61 0.191 7.885 -6.340
C62 1.346 7.706 -7.332
F2 2.507 7.949 -6.627
O14 1.276 6.353 -7.649
H36 -0.711 8.290 -6.798
H37 0.477 8.524 -5.509
H38 1.242 8.459 -8.110
O15 1.038 -1.158 -4.921
C63 0.848 -0.273 -5.680
O16 1.800 0.372 -6.337
C64 1.176 1.359 -7.192
C65 -0.208 1.478 -6.636
F3 -1.013 1.680 -7.726
O17 -0.399 0.202 -6.070
H39 1.759 2.272 -7.264
H40 1.121 0.877 -8.167
H41 -0.297 2.235 -5.860
O18 -6.064 1.509 4.135
C66 -5.603 0.509 4.568
O19 -6.190 -0.279 5.484
C67 -5.206 -1.066 6.124
C68 -4.332 -1.324 4.908
F4 -4.922 -2.301 4.133
O20 -4.400 -0.052 4.285
H42 -4.541 -0.532 6.809
H43 -5.603 -1.982 6.548
H44 -3.292 -1.635 4.992
O21 -1.957 7.658 -8.933
C69 -2.459 6.624 -8.622
O22 -1.849 5.437 -8.824
C70 -2.734 4.407 -8.512
C71 -3.651 5.078 -7.456
F5 -3.090 4.997 -6.217
O23 -3.564 6.458 -7.878
H45 -3.384 3.955 -9.269
H46 -2.091 3.611 -8.138
H47 -4.636 4.627 -7.379

Forces on atoms 1 to 6 (eV/Å):
O 0.0 0.0 -0.3
C 0.8 -0.8 1.0
C -0.1 -0.7 0.2
C -1.4 0.2 0.4
C 0.5 0.2 -1.0
C 1.1 0.6 0.3

Summary:
Maximum force = 0.0475 hartree/bohr
Highest occupied orbital energy = -9.49 eV
DFT total energy = -135070.653 eV
Orbital gap = 0.3035 Eh

Atomic partial charges in e from the Löwdin method, atoms 1 to 8:
1. O 0.07
2. C -0.26
3. C -0.06
4. C -0.01
5. C -0.05
6. C -0.06
7. C 0.00
8. C -0.08

---

# 4
Here is a structure of composition C19H15ClN4O4SbSe4Y at a distorted geometry from the Open Molecules 2025 dataset. Energies are from wB97M-V/def2-TZVPD.

Geometry (Å):
Y1 -0.090 -0.452 -0.185
C1 1.135 -1.980 1.556
C2 0.745 -0.782 2.224
C3 1.442 0.286 1.641
C4 2.268 -0.238 0.615
C5 2.074 -1.637 0.567
H1 0.845 -2.979 1.840
H2 0.142 -0.732 3.119
H3 1.412 1.319 1.952
H4 2.973 0.334 0.031
H5 2.638 -2.335 -0.032
O1 -4.186 3.606 -1.595
C6 -4.879 2.651 -1.014
O2 -6.083 2.637 -1.007
C7 -4.096 1.559 -0.357
C8 -4.653 0.463 0.284
Cl1 -6.278 0.177 0.648
N1 -3.643 -0.337 0.710
N2 -2.451 0.195 0.371
C9 -2.710 1.327 -0.280
C10 -1.528 2.085 -0.830
O3 -1.698 3.163 -1.383
O4 -0.412 1.482 -0.677
C11 -3.698 -1.640 1.289
C12 -4.655 -2.561 0.882
C13 -4.627 -3.848 1.399
C14 -3.653 -4.218 2.316
C15 -2.702 -3.290 2.718
C16 -2.719 -2.006 2.202
H6 -3.203 3.491 -1.512
H7 -5.399 -2.291 0.148
H8 -5.366 -4.567 1.067
H9 -3.634 -5.225 2.712
H10 -1.938 -3.572 3.430
H11 -1.980 -1.281 2.510
Se1 -1.686 -4.850 -4.209
Sb1 -2.588 -4.133 -2.060
Se2 -4.945 -3.569 -2.489
Se3 -2.532 -6.080 -0.557
Se4 -1.286 -2.201 -1.095
N3 0.632 -1.970 -4.092
C17 -0.262 -0.959 -4.322
C18 -0.116 -0.097 -3.283
N4 0.854 -0.572 -2.416
C19 1.272 -1.704 -2.948
H12 0.727 -2.799 -4.653
H13 -0.927 -0.950 -5.167
H14 -0.634 0.828 -3.104
H15 2.019 -2.352 -2.522

Forces on atoms 1 to 6 (eV/Å):
Y 2.6 1.2 1.9
C 0.1 0.3 0.6
C 0.2 -0.7 0.1
C 0.9 0.2 0.1
C 0.4 0.1 0.6
C 0.3 0.1 0.4

Summary:
Energy relative to the best compared isomer or geometry (same formula, charge and spin) = 437.9 kJ/mol
Maximum force = 0.1475 hartree/bohr
Highest occupied orbital energy (spin up / spin down) = -8.67 / -8.65 eV
DFT total energy = -315587.649 eV
Orbital gap (spin up / spin down) = 0.2059 / 0.2028 Eh

Atomic partial charges in e from the Löwdin method, atoms 1 to 8:
1. Y 0.92
2. C -0.19
3. C -0.21
4. C -0.21
5. C -0.20
6. C -0.20
7. H 0.10
8. H 0.10